Record 1
C4H6N2O | ωB97M-V/def2-TZVPD

Each line ends with the Mulliken charge.
Cartesian coordinates (Å):
1 C 2.366 -0.092 -0.087  0.01
2 C 0.714 1.524 -0.103  -1.25
3 C 0.875 0.194 0.112  0.88
4 C -1.325 -0.513 0.310  -0.32
5 N 3.440 -0.380 -0.317  -0.38
6 N 0.020 -0.842 0.467  -0.15
7 O -1.770 -0.639 -1.062  -0.52
8 H -0.115 2.069 0.064  0.33
9 H 1.485 2.125 -0.500  0.30
10 H -1.495 0.671 0.538  0.13
11 H -1.921 -1.177 0.911  0.38
12 H 0.346 -1.794 0.658  0.26
13 H -2.620 -1.147 -0.991  0.33

Output
* structure (SMILES): C=C(C#N)NCO
* ΔE to the lowest compared entry with this formula, charge and spin: 66.0 kcal per mole
* frontier orbital gap: 9.56 eV
* charge: 0

***

Record 2
C7H7N2 | ωB97M-V/def2-TZVPD

Each line ends with the Mulliken charge.
Cartesian coordinates (Å):
1 C 2.097 -0.299 -1.040  -0.68
2 C 2.810 -0.136 0.152  -0.23
3 C 0.747 -0.219 -1.054  -0.16
4 C 2.053 0.097 1.307  -0.61
5 C -0.128 0.046 0.115  0.61
6 C 0.740 -0.040 1.120  0.42
7 C -3.553 0.434 0.377  -0.24
8 N -1.459 -0.037 -0.049  0.16
9 N -2.399 0.296 0.883  -0.69
10 H 2.761 -0.452 -1.861  0.40
11 H 3.921 -0.132 0.361  0.34
12 H 0.342 -0.411 -2.063  0.31
13 H 2.395 0.240 2.237  0.52
14 H -3.883 0.462 -0.618  0.29
15 H -4.492 0.500 1.067  0.23
16 H -1.951 -0.347 -0.931  0.33

Output
* ΔE to the lowest compared entry with this formula, charge and spin: 101.0 kcal per mole
* frontier orbital gap (spin up / spin down): 6.07 / 6.08 eV
* charge: +1

***

Record 3
C3H4N4OS | ωB97M-V/def2-TZVPD

Each line ends with the Mulliken charge.
Cartesian coordinates (Å):
1 C -0.874 -0.624 -0.159  0.74
2 C 1.480 -0.235 -0.043  0.67
3 C -2.174 0.110 -0.087  -0.97
4 N 0.240 0.167 -0.053  0.45
5 N 2.231 0.865 0.129  -0.35
6 N 0.196 1.517 0.096  -0.46
7 N 1.395 1.886 0.242  -0.44
8 O -0.637 -1.785 -0.397  -0.57
9 S 2.196 -1.754 -0.105  -0.22
10 H -2.583 0.427 -0.980  0.31
11 H -1.855 1.045 0.419  0.37
12 H -2.969 -0.460 0.497  0.28
13 H 3.354 -1.159 0.440  0.19

Output
* structure (SMILES): CC(=O)n1nnnc1S
* ΔE to the lowest compared entry with this formula, charge and spin: 13.2 kcal per mole
* frontier orbital gap: 9.58 eV
* charge: 0

***

Record 4
C5H6OS | ωB97M-V/def2-TZVPD

Each line ends with the Mulliken charge.
Cartesian coordinates (Å):
1 C 2.156 0.364 0.149  -0.25
2 C 0.863 -0.095 -0.045  0.67
3 C 0.067 0.950 -0.009  -0.44
4 C -1.426 0.418 -0.144  -0.36
5 C -1.077 -1.183 -0.010  -0.34
6 H 1.774 1.555 0.495  0.15
7 H 0.526 2.071 -0.236  0.19
8 H -1.931 0.645 0.762  0.23
9 H -2.061 0.548 -1.029  0.31
10 H -1.483 -1.814 -0.868  0.24
11 H -1.349 -1.596 0.988  0.26
12 O 0.366 -1.429 0.051  -0.38
13 S 3.575 -0.434 -0.104  -0.26

Output
* structure (SMILES): S=CC1=CCCO1
* ΔE to the lowest compared entry with this formula, charge and spin: 94.8 kcal per mole
* frontier orbital gap: 7.93 eV
* charge: 0

***

Record 5
C18H23K2N5O12S3Zn | ωB97M-V/def2-TZVPD

Each line ends with the Löwdin spin population.
Cartesian coordinates (Å):
1 Zn -33.706 1.827 -0.749  0.00
2 K -31.075 -1.179 0.151  0.00
3 K -29.891 2.796 -1.370  0.00
4 S -32.232 0.677 -2.496  0.00
5 O -30.813 0.551 -2.117  0.00
6 O -32.673 2.015 -2.360  0.00
7 O -32.438 0.067 -3.819  0.00
8 O -33.036 0.048 -1.409  0.00
9 S -34.686 4.927 -0.329  -0.03
10 O -34.326 3.568 -0.835  0.26
11 O -36.145 4.997 -0.190  0.23
12 O -34.123 4.821 0.992  0.53
13 O -34.102 5.928 -1.243  0.00
14 S -32.475 1.770 1.473  0.00
15 O -31.742 0.679 2.116  0.00
16 O -31.974 2.036 0.169  0.00
17 O -33.776 1.230 1.108  0.00
18 O -32.540 2.981 2.282  0.01
19 C -38.113 1.028 -2.570  0.00
20 C -36.727 1.209 -1.966  0.00
21 N -35.693 1.202 -1.443  0.00
22 H -38.525 0.108 -2.157  0.00
23 H -37.943 1.184 -3.635  0.00
24 H -38.662 1.782 -2.005  0.00
25 N -34.507 -1.339 -5.226  0.00
26 C -35.602 -0.902 -4.537  0.00
27 C -36.678 -0.752 -5.343  0.00
28 C -36.270 -0.863 -6.614  0.00
29 C -34.902 -1.149 -6.557  0.00
30 H -33.598 -1.481 -4.809  0.00
31 H -35.513 -0.605 -3.502  0.00
32 H -37.656 -0.449 -4.999  0.00
33 H -36.871 -0.797 -7.509  0.00
34 H -34.207 -1.433 -7.334  0.00
35 N -33.526 1.859 -5.457  0.00
36 C -34.799 2.355 -5.677  0.00
37 C -34.670 3.503 -6.536  0.00
38 C -33.308 3.825 -6.585  0.00
39 C -32.660 2.713 -6.017  0.00
40 H -33.363 1.055 -4.868  0.00
41 H -35.571 1.780 -5.188  0.00
42 H -35.475 4.005 -7.053  0.00
43 H -32.846 4.642 -7.120  0.00
44 H -31.616 2.470 -5.879  0.00
45 N -29.447 -1.604 -3.189  0.00
46 C -28.278 -2.268 -3.574  0.00
47 C -28.379 -3.509 -2.958  0.00
48 C -29.713 -3.635 -2.448  0.00
49 C -30.351 -2.458 -2.573  0.00
50 H -29.775 -0.748 -3.613  0.00
51 H -27.563 -1.774 -4.216  0.00
52 H -27.698 -4.347 -2.985  0.00
53 H -30.043 -4.522 -1.928  0.00
54 H -31.372 -2.124 -2.467  0.00
55 N -30.797 -0.054 -5.797  0.00
56 C -29.564 0.649 -5.695  0.00
57 C -28.789 0.497 -6.840  0.00
58 C -29.602 -0.065 -7.774  0.00
59 C -30.864 -0.383 -7.131  0.00
60 H -31.569 0.000 -5.148  0.00
61 H -29.345 1.232 -4.813  0.00
62 H -27.799 0.891 -7.013  0.00
63 H -29.411 -0.241 -8.822  0.00
64 H -31.846 -0.738 -7.406  0.00

Output
* spin multiplicity: 2
* <S²>: 0.76
* frontier orbital gap (spin up / spin down): 6.32 / 5.55 eV
* charge: -1

***

Record 6
C15H29N3O4S | ωB97M-V/def2-TZVPD

Each line ends with the Mulliken charge.
Cartesian coordinates (Å):
1 C -0.835 -3.205 -0.629  -0.80
2 H -1.010 -2.849 -1.641  0.30
3 H -0.181 -4.071 -0.683  0.47
4 H -0.332 -2.422 -0.065  0.00
5 C -2.142 -3.605 0.054  -0.40
6 H -2.689 -4.322 -0.580  0.34
7 O -2.986 -2.525 0.382  -0.34
8 C -3.549 -1.855 -0.724  -0.34
9 C -4.622 -0.885 -0.226  -0.73
10 C -4.120 -0.029 0.943  -1.03
11 N -2.855 0.602 0.657  0.05
12 C -2.747 1.873 0.228  0.07
13 O -3.693 2.629 0.126  -0.70
14 C -1.319 2.298 -0.124  0.35
15 C -0.818 1.493 -1.330  0.08
16 C 0.630 1.859 -1.644  -1.43
17 N 1.483 1.637 -0.491  0.13
18 S 1.774 0.026 -0.170  1.33
19 O 2.035 -0.614 -1.424  -0.78
20 O 0.774 -0.577 0.667  -0.78
21 N 3.150 0.221 0.764  -0.19
22 C 3.512 -0.975 1.507  -0.73
23 H 2.603 -1.452 1.870  0.37
24 C 4.309 -1.835 0.519  -0.56
25 H 5.035 -2.467 1.026  0.45
26 H 3.622 -2.465 -0.045  0.22
27 C 4.971 -0.808 -0.416  -0.54
28 H 4.776 -1.059 -1.456  0.23
29 H 6.048 -0.759 -0.263  0.33
30 C 4.307 0.536 -0.057  -0.71
31 H 3.967 1.091 -0.929  0.29
32 H 4.976 1.166 0.534  0.46
33 H 4.129 -0.667 2.356  0.39
34 C 1.074 2.406 0.668  -1.22
35 C -0.376 2.137 1.074  -0.51
36 H -0.431 1.121 1.464  0.17
37 H -0.667 2.828 1.867  0.47
38 H 1.216 3.463 0.421  0.44
39 H 1.755 2.134 1.476  0.53
40 H 0.717 2.913 -1.925  0.43
41 H 1.021 1.236 -2.450  0.56
42 H -0.847 0.424 -1.112  -0.18
43 H -1.452 1.691 -2.197  0.51
44 H -1.364 3.356 -0.405  0.37
45 H -2.046 0.001 0.681  0.15
46 H -3.997 -0.662 1.823  0.35
47 H -4.842 0.764 1.152  0.48
48 H -4.918 -0.242 -1.056  0.35
49 H -5.494 -1.445 0.112  0.40
50 H -3.999 -2.583 -1.417  0.49
51 H -2.777 -1.300 -1.276  0.09
52 H -1.927 -4.081 1.014  0.33

Output
* structure (SMILES): CCOCCCNC(=O)C1CCN(S(=O)(=O)N2CCCC2)CC1
* ΔE to the lowest compared entry with this formula, charge and spin: 0.0 kcal per mole
* frontier orbital gap: 9.84 eV
* charge: 0

***

Record 7
C24H25ClLiN3O | ωB97M-V/def2-TZVPD

Each line ends with the Mulliken charge.
Cartesian coordinates (Å):
1 Li -0.724 -0.448 -0.091  0.91
2 C 1.315 0.104 3.717  -1.29
3 C 2.272 -0.675 2.817  0.73
4 C 3.157 0.334 2.077  -1.49
5 C 1.543 -1.602 1.864  0.77
6 C 0.218 -1.974 2.057  -0.45
7 C -0.411 -2.863 1.198  -1.05
8 C 0.258 -3.411 0.114  1.20
9 C -0.368 -4.455 -0.761  -1.74
10 C 1.581 -3.040 -0.084  -0.79
11 C 2.211 -2.169 0.783  -0.47
12 H 1.847 0.916 4.206  0.51
13 H 0.887 -0.527 4.490  0.35
14 H 0.518 0.526 3.111  -0.05
15 H 2.926 -1.300 3.441  0.29
16 H 2.534 1.002 1.486  0.26
17 H 3.886 -0.147 1.429  0.35
18 H 3.711 0.932 2.800  0.50
19 H -0.331 -1.615 2.909  0.18
20 H -1.420 -3.182 1.417  0.33
21 H -0.121 -4.287 -1.808  0.37
22 H -1.449 -4.469 -0.648  0.37
23 H 0.019 -5.438 -0.483  0.38
24 H 2.135 -3.460 -0.912  0.41
25 H 3.259 -1.962 0.623  0.41
26 O -0.881 0.742 1.139  -0.21
27 C -1.655 1.755 1.218  0.67
28 C -1.664 2.557 2.389  -0.76
29 C -2.436 3.681 2.507  -0.65
30 C -3.253 4.089 1.456  -0.80
31 C -3.291 3.332 0.309  -0.73
32 C -2.526 2.169 0.162  0.34
33 C -2.652 1.389 -1.040  0.28
34 N -2.281 0.131 -1.236  -0.35
35 C -2.682 -0.203 -2.493  -0.81
36 C -3.305 0.853 -3.083  -0.36
37 N -3.273 1.859 -2.158  -0.04
38 H -1.034 2.238 3.205  0.29
39 H -2.406 4.263 3.418  0.42
40 H -3.860 4.978 1.545  0.37
41 H -3.954 3.650 -0.487  0.23
42 H -2.514 -1.189 -2.879  0.54
43 H -3.761 0.983 -4.042  0.46
44 H -3.640 2.787 -2.280  0.17
45 Cl 4.680 0.488 -1.934  -0.21
46 C 3.058 0.364 -2.504  -0.16
47 C 2.775 0.477 -3.856  -0.32
48 C 1.451 0.368 -4.250  -0.77
49 C 0.485 0.129 -3.285  -0.07
50 N 0.764 0.002 -1.998  0.16
51 C 2.017 0.130 -1.610  -0.61
52 H 3.567 0.647 -4.572  0.45
53 H 1.176 0.471 -5.287  0.42
54 H -0.558 0.034 -3.550  0.25
55 H 2.204 0.037 -0.554  0.81

Output
* frontier orbital gap: 7.27 eV
* charge: 0

***

- charge of number 1 (C4H6N2O)?
  0

***

- The highest charge belongs to which entry?
  C7H7N2

***

- Look up the charge of the second one.
  +1

***

- Which of these has the lowest charge?
  C18H23K2N5O12S3Zn